1.
{"formula": "C41H29Cl5F9N2O7P2STi", "method": "ωB97M-V with the def2-TZVPD basis set", "e_tot_ha": -7346.1422, "homo_ev": [-1.348, -1.344], "orbital_gap_ev": [4.882, 4.878], "total_charge": -2, "relative_energy_kcal_mol": 36.8, "spin_multiplicity": 2, "elements": ["Ti", "Cl", "C", "C", "C", "Cl", "C", "Cl", "C", "Cl", "C", "Cl", "O", "C", "O", "C", "C", "C", "C", "C", "C", "O", "N", "O", "O", "N", "O", "O", "H", "H", "C", "C", "P", "C", "C", "C", "C", "H", "H", "H", "H", "H", "H", "H", "H", "H", "H", "H", "H", "H", "H", "H", "F", "C", "F", "F", "C", "C", "C", "C", "C", "C", "P", "C", "C", "C", "C", "C", "C", "C", "F", "F", "F", "C", "C", "C", "C", "C", "C", "C", "F", "F", "F", "H", "H", "H", "H", "H", "H", "H", "H", "H", "H", "H", "H", "S", "C"], "coordinates": [[0.745, 1.499, 0.770], [1.851, 4.441, -0.389], [0.117, 4.216, -0.591], [-0.494, 3.004, -0.230], [-1.871, 3.009, -0.420], [-2.789, 1.603, 0.075], [-2.609, 4.077, -0.934], [-4.327, 3.983, -1.126], [-1.947, 5.243, -1.297], [-2.828, 6.594, -1.930], [-0.569, 5.312, -1.122], [0.257, 6.767, -1.582], [3.078, 3.376, 3.496], [2.768, 2.700, 2.534], [1.536, 2.556, 2.130], [3.844, 1.985, 1.728], [5.112, 2.033, 2.260], [6.172, 1.429, 1.593], [5.964, 0.758, 0.409], [4.694, 0.702, -0.110], [3.584, 1.336, 0.472], [2.450, 1.455, -0.090], [4.542, -0.083, -1.376], [5.537, -0.248, -2.054], [3.431, -0.482, -1.654], [7.529, 1.501, 2.152], [7.678, 2.101, 3.203], [8.431, 0.964, 1.532], [5.258, 2.551, 3.197], [6.777, 0.268, -0.105], [-3.561, -0.101, 2.612], [-2.298, 0.047, 3.451], [-1.046, 1.293, 2.939], [0.114, 1.277, 4.387], [-0.275, 0.521, 5.654], [-1.893, 2.907, 3.224], [-2.576, 3.115, 4.572], [-4.220, -0.844, 3.068], [-3.341, -0.441, 1.604], [-4.118, 0.835, 2.535], [-1.763, -0.908, 3.476], [-2.578, 0.280, 4.481], [0.335, 2.323, 4.610], [1.045, 0.859, 4.003], [-1.215, 0.860, 6.092], [0.503, 0.661, 6.407], [-0.360, -0.552, 5.474], [-2.610, 3.054, 2.409], [-1.101, 3.648, 3.076], [-3.410, 2.425, 4.713], [-2.979, 4.127, 4.656], [-1.880, 2.973, 5.399], [0.701, -4.534, -7.049], [1.590, -4.671, -6.037], [2.807, -4.485, -6.590], [1.529, -5.962, -5.660], [1.325, -3.720, -4.909], [1.802, -2.419, -5.000], [1.527, -1.523, -3.978], [0.770, -1.902, -2.875], [0.284, -3.208, -2.803], [0.565, -4.113, -3.816], [0.354, -0.604, -1.631], [-1.339, -0.339, -2.287], [-1.548, 0.847, -2.982], [-2.782, 1.145, -3.546], [-3.821, 0.242, -3.414], [-3.621, -0.969, -2.757], [-2.385, -1.262, -2.208], [-5.177, 0.542, -3.978], [-5.470, -0.236, -5.048], [-5.306, 1.816, -4.391], [-6.165, 0.322, -3.085], [0.283, -1.644, 0.081], [-1.118, -2.003, 0.491], [-1.490, -3.269, 0.801], [-0.618, -4.382, 0.736], [0.719, -4.102, 0.338], [1.153, -2.868, 0.010], [-1.115, -5.708, 1.002], [-1.813, -5.835, 2.186], [-2.035, -6.210, 0.086], [-0.143, -6.654, 1.045], [2.392, -2.111, -5.853], [1.922, -0.517, -4.029], [-0.316, -3.530, -1.962], [0.191, -5.126, -3.748], [-0.737, 1.562, -3.063], [-2.935, 2.086, -4.056], [-4.431, -1.684, -2.674], [-2.236, -2.201, -1.697], [-1.827, -1.192, 0.586], [-2.521, -3.429, 1.110], [1.426, -4.924, 0.276], [2.186, -2.720, -0.287], [1.918, -0.946, 2.218], [0.812, -0.570, 1.063]]}



2.
{"formula": "C27H27N3O7S", "method": "ωB97M-V with the def2-TZVPD basis set", "e_tot_ha": -2134.1984, "homo_ev": -8.260, "orbital_gap_ev": 8.105, "smiles": "CN(C(=O)COC(=O)/C=C/c1cn(-c2ccccc2)nc1-c1ccc2c(c1)OCCO2)[C@H]1CCS(=O)(=O)C1", "spin_multiplicity": 1, "elements": ["C", "N", "C", "O", "C", "H", "H", "O", "C", "O", "C", "C", "C", "C", "N", "N", "C", "C", "C", "C", "C", "C", "C", "H", "H", "O", "C", "C", "H", "O", "H", "H", "H", "H", "C", "C", "C", "C", "C", "C", "H", "H", "H", "H", "H", "H", "H", "H", "C", "C", "H", "H", "S", "O", "O", "C", "C", "H", "H", "H", "H", "H", "H", "H", "H"], "coordinates": [[2.681, -1.522, 0.478], [3.909, -1.012, 1.050], [4.790, -0.260, 0.348], [5.800, 0.193, 0.854], [4.534, -0.050, -1.140], [4.704, -0.997, -1.672], [5.274, 0.671, -1.504], [3.225, 0.422, -1.417], [3.009, 0.813, -2.697], [3.884, 0.818, -3.529], [1.618, 1.174, -2.960], [0.632, 1.036, -2.061], [-0.763, 1.243, -2.303], [-1.427, 1.553, -3.480], [-2.749, 1.506, -3.219], [-2.987, 1.176, -1.943], [-1.817, 1.022, -1.361], [-1.671, 0.669, 0.046], [-2.392, -0.389, 0.584], [-2.224, -0.759, 1.911], [-1.317, -0.059, 2.716], [-0.644, 1.038, 2.189], [-0.809, 1.395, 0.867], [-0.285, 2.254, 0.474], [0.003, 1.604, 2.840], [-1.066, -0.419, 4.013], [-1.526, -1.722, 4.325], [-2.947, -1.908, 3.798], [-3.331, -2.900, 4.037], [-2.968, -1.799, 2.391], [-3.602, -1.142, 4.238], [-1.488, -1.809, 5.411], [-0.862, -2.466, 3.869], [-3.088, -0.942, -0.025], [-3.822, 1.746, -4.086], [-3.626, 2.240, -5.371], [-4.717, 2.459, -6.193], [-6.000, 2.193, -5.745], [-6.193, 1.707, -4.462], [-5.112, 1.483, -3.632], [-5.239, 1.107, -2.630], [-7.191, 1.501, -4.106], [-6.845, 2.367, -6.393], [-4.561, 2.842, -7.190], [-2.636, 2.463, -5.735], [-1.034, 1.776, -4.449], [0.877, 0.698, -1.063], [1.432, 1.512, -3.969], [4.219, -1.203, 2.463], [3.840, -2.570, 2.995], [3.818, -3.351, 2.243], [4.478, -2.863, 3.822], [2.161, -2.347, 3.705], [2.169, -2.725, 5.089], [1.170, -2.987, 2.872], [2.076, -0.537, 3.530], [3.526, -0.153, 3.358], [4.022, -0.151, 4.330], [3.641, 0.835, 2.913], [1.468, -0.321, 2.658], [1.612, -0.133, 4.423], [5.303, -1.044, 2.529], [2.887, -2.029, -0.465], [1.974, -0.714, 0.280], [2.206, -2.231, 1.150]]}



3.
{"formula": "C34H35N4O2S2SiV", "method": "ωB97M-V with the def2-TZVPD basis set", "e_tot_ha": -3715.9283, "homo_ev": [-9.238, -8.785], "orbital_gap_ev": [6.216, 5.488], "total_charge": 1, "relative_energy_kcal_mol": 2.2, "spin_multiplicity": 2, "elements": ["V", "C", "C", "N", "N", "C", "N", "S", "C", "C", "C", "C", "C", "N", "H", "H", "H", "H", "H", "H", "H", "H", "H", "H", "C", "C", "C", "C", "C", "C", "C", "S", "C", "O", "H", "H", "H", "H", "H", "H", "H", "H", "H", "H", "O", "Si", "C", "C", "C", "C", "C", "C", "C", "C", "C", "C", "C", "C", "C", "C", "C", "C", "C", "C", "H", "H", "H", "H", "H", "H", "H", "H", "H", "H", "H", "H", "H", "H", "H"], "coordinates": [[0.684, -1.569, -0.734], [4.960, -2.053, -0.252], [3.500, -1.837, -0.045], [2.637, -1.703, -1.084], [3.159, -1.665, -2.365], [2.349, -1.575, -3.410], [2.908, -1.522, -4.632], [0.661, -1.534, -3.230], [2.876, -1.721, 1.226], [3.534, -1.732, 2.472], [2.810, -1.521, 3.619], [1.431, -1.294, 3.544], [0.839, -1.298, 2.301], [1.522, -1.513, 1.173], [5.149, -2.964, -0.829], [5.481, -2.158, 0.693], [5.423, -1.210, -0.778], [4.160, -1.711, -2.481], [3.895, -1.390, -4.767], [2.302, -1.397, -5.423], [4.600, -1.893, 2.527], [3.311, -1.518, 4.578], [0.837, -1.096, 4.424], [-0.219, -1.098, 2.182], [-4.875, 0.368, -0.310], [-3.938, -0.789, -0.125], [-3.708, -1.327, 1.138], [-2.811, -2.367, 1.322], [-2.168, -2.902, 0.216], [-2.399, -2.401, -1.064], [-3.277, -1.346, -1.223], [-0.859, -4.069, 0.475], [-1.488, -5.532, -0.332], [0.242, -3.606, -0.493], [-5.032, 0.902, 0.626], [-5.847, 0.018, -0.664], [-4.480, 1.070, -1.044], [-4.219, -0.907, 1.997], [-2.603, -2.750, 2.314], [-1.873, -2.814, -1.918], [-3.444, -0.930, -2.209], [-1.760, -5.290, -1.357], [-2.349, -5.891, 0.231], [-0.689, -6.271, -0.306], [-0.314, -0.088, -0.377], [-0.346, 1.511, -0.036], [1.275, 2.255, -0.616], [1.323, 3.368, -1.457], [2.536, 3.885, -1.896], [3.727, 3.294, -1.500], [3.702, 2.187, -0.661], [2.488, 1.676, -0.227], [-1.772, 2.253, -0.985], [-1.957, 1.865, -2.318], [-2.956, 2.434, -3.095], [-3.791, 3.403, -2.550], [-3.625, 3.796, -1.230], [-2.621, 3.225, -0.457], [-0.550, 1.778, 1.806], [0.460, 2.326, 2.598], [0.322, 2.408, 3.978], [-0.832, 1.941, 4.591], [-1.857, 1.405, 3.819], [-1.713, 1.329, 2.441], [0.399, 3.837, -1.777], [2.551, 4.751, -2.545], [4.672, 3.700, -1.836], [4.631, 1.734, -0.333], [2.486, 0.818, 0.439], [-1.305, 1.113, -2.751], [-3.081, 2.129, -4.127], [-4.568, 3.852, -3.156], [-4.273, 4.552, -0.805], [-2.494, 3.547, 0.571], [1.365, 2.699, 2.133], [1.115, 2.840, 4.576], [-0.942, 2.007, 5.666], [-2.768, 1.060, 4.293], [-2.521, 0.917, 1.841]]}



4.
{"formula": "C6H12ClIO2PRu", "method": "ωB97M-V with the def2-TZVPD basis set", "e_tot_ha": -1579.3747, "homo_ev": [-17.109, -16.333], "orbital_gap_ev": [7.171, 3.829], "total_charge": 2, "spin_multiplicity": 6, "elements": ["C", "I", "H", "H", "H", "Ru", "P", "C", "C", "H", "H", "H", "C", "H", "H", "H", "H", "H", "H", "C", "O", "Cl", "O", "C"], "coordinates": [[0.755, 1.740, -0.401], [-2.306, 1.169, 3.160], [1.526, 1.254, -1.188], [1.188, 2.555, 0.150], [-0.019, 2.128, -0.928], [1.731, -0.705, 0.936], [-0.434, -0.588, -0.202], [-1.793, 0.600, -0.035], [0.042, -0.329, -1.941], [-0.206, -2.995, -0.284], [-1.835, -2.457, -0.832], [-1.436, -2.469, 0.955], [-1.060, -2.311, -0.088], [0.949, -0.923, -2.157], [-0.780, -0.637, -2.655], [-2.624, 0.365, -0.716], [-1.467, 1.639, -0.173], [0.255, 0.729, -2.176], [-2.237, 0.526, 1.042], [0.886, 0.970, 1.592], [0.304, 2.099, 1.426], [2.015, -2.626, -0.476], [3.640, 0.348, 2.891], [2.904, -0.083, 2.101]]}



5.
{"formula": "C24H31N4O3W", "method": "ωB97M-V with the def2-TZVPD basis set", "e_tot_ha": -1444.0491, "homo_ev": -17.628, "orbital_gap_ev": 6.921, "total_charge": 3, "relative_energy_kcal_mol": 30.6, "spin_multiplicity": 1, "elements": ["W", "C", "N", "C", "C", "C", "N", "C", "C", "C", "C", "C", "C", "C", "O", "C", "C", "C", "N", "C", "C", "C", "C", "C", "C", "C", "O", "H", "H", "H", "H", "H", "H", "H", "H", "H", "H", "H", "H", "H", "H", "H", "H", "H", "H", "H", "H", "H", "H", "H", "H", "H", "N", "C", "O", "C", "C", "H", "H", "H", "H", "H", "H"], "coordinates": [[0.369, 0.346, 0.098], [2.748, 1.340, 1.711], [1.688, 1.951, 0.872], [0.872, 2.878, 1.722], [0.268, 2.307, 3.014], [-0.580, 1.021, 2.859], [-1.038, 0.902, 1.483], [-2.292, 1.168, 1.214], [-2.807, 1.332, -0.111], [-4.188, 1.413, -0.375], [-4.651, 1.714, -1.640], [-3.755, 1.985, -2.674], [-2.389, 1.929, -2.455], [-1.907, 1.572, -1.197], [-0.604, 1.426, -0.942], [2.363, 2.791, -0.178], [2.401, 2.153, -1.568], [2.940, 0.714, -1.569], [1.947, -0.176, -0.968], [0.889, -0.545, -1.762], [0.408, -1.953, -1.907], [0.804, -2.749, -2.981], [0.209, -3.981, -3.189], [-0.811, -4.411, -2.355], [-1.222, -3.634, -1.281], [-0.603, -2.413, -1.064], [-0.980, -1.511, -0.013], [3.357, 2.119, 2.186], [3.405, 0.724, 1.091], [2.320, 0.723, 2.505], [0.067, 3.281, 1.085], [1.505, 3.721, 2.032], [-0.372, 3.100, 3.407], [1.036, 2.140, 3.768], [-1.418, 1.061, 3.565], [0.027, 0.137, 3.106], [-2.994, 1.329, 2.033], [-4.890, 1.210, 0.421], [-5.712, 1.750, -1.831], [-4.126, 2.237, -3.657], [-1.686, 2.132, -3.251], [3.388, 3.001, 0.138], [1.846, 3.751, -0.265], [3.044, 2.775, -2.194], [1.396, 2.164, -2.019], [3.890, 0.654, -1.029], [3.138, 0.398, -2.598], [0.830, -0.010, -2.729], [1.572, -2.401, -3.655], [0.518, -4.593, -4.021], [-1.304, -5.352, -2.540], [-2.031, -3.990, -0.667], [2.097, -2.947, 2.323], [1.051, -2.318, 1.844], [1.116, -1.101, 1.488], [-0.252, -3.074, 1.746], [-1.380, -2.187, 1.196], [3.002, -2.496, 2.397], [2.052, -3.916, 2.617], [-0.539, -3.448, 2.732], [-0.105, -3.950, 1.104], [-1.649, -1.410, 1.921], [-2.278, -2.785, 1.009]]}